[1]
{"formula": "C2H5NO3", "method": "ωB97M-V with the def2-TZVPD basis set", "symbols": ["O", "C", "C", "O", "H", "H", "N", "O", "H", "H", "H"], "positions_angstrom": [[-0.349, -1.952, -0.218], [-1.119, -1.125, -0.710], [-0.895, 0.350, -0.458], [-1.051, 1.267, -1.238], [-1.847, -1.403, -1.482], [-1.206, 0.429, 0.627], [1.305, 0.838, 1.172], [1.010, 0.055, -0.001], [1.075, 1.791, 0.891], [2.323, 0.817, 1.243], [0.756, -1.067, 0.173]], "forces_ev_per_a": [[-1.293, 0.149, -0.413], [2.489, -0.649, -1.290], [-1.940, 0.514, 1.427], [0.356, -0.586, -0.185], [-0.480, -0.246, 0.425], [0.683, 0.598, -0.151], [0.005, -0.572, 0.128], [-0.080, -2.386, 0.063], [-0.051, -0.173, -0.141], [-0.156, -0.007, -0.088], [0.468, 3.357, 0.226]], "smiles": "O=CC=O.NO", "e_homo_ev": -9.562}

[2]
{"formula": "C22H44N2Si4SrTe", "method": "ωB97M-V with the def2-TZVPD basis set", "symbols": ["C", "C", "H", "H", "H", "H", "H", "H", "C", "C", "C", "C", "H", "H", "H", "H", "N", "C", "C", "N", "C", "C", "C", "H", "H", "C", "H", "H", "Sr", "C", "H", "H", "H", "C", "Si", "C", "C", "Si", "Te", "Si", "C", "C", "C", "Si", "C", "C", "C", "H", "H", "H", "H", "H", "H", "H", "H", "H", "H", "H", "H", "H", "H", "H", "H", "H", "H", "H", "H", "H", "H", "H", "H", "H", "H", "H"], "positions_angstrom": [[3.902, 3.964, -0.092], [4.186, 3.678, -1.567], [3.206, 4.797, 0.023], [4.819, 4.226, 0.444], [3.466, 3.095, 0.404], [3.312, 3.260, -2.066], [4.466, 4.591, -2.100], [5.008, 2.968, -1.682], [-2.250, 0.562, 2.132], [-3.539, 0.508, 2.639], [-4.538, -0.091, 1.887], [-4.232, -0.635, 0.650], [-1.401, 0.995, 2.658], [-3.732, 0.944, 3.612], [-5.564, -0.138, 2.256], [-4.995, -1.110, 0.034], [-2.053, 0.025, 0.971], [-2.929, -0.582, 0.159], [-2.504, -1.119, -1.115], [-1.234, -1.037, -1.533], [-0.689, -1.449, -2.614], [-2.865, -2.241, -3.218], [-1.523, -2.086, -3.521], [0.366, -1.293, -2.783], [-1.092, -2.448, -4.448], [-3.353, -1.751, -2.007], [-4.400, -1.857, -1.741], [-3.546, -2.738, -3.910], [0.058, 0.113, 0.200], [1.876, -0.165, -1.184], [1.542, 0.371, -2.046], [1.906, -1.224, -1.258], [2.616, 0.298, -0.596], [3.898, 0.781, 3.478], [3.347, -0.366, 4.850], [4.810, -0.824, 5.919], [2.078, 0.574, 5.859], [2.364, -2.243, 3.962], [0.223, -1.612, 2.988], [3.696, -3.334, 2.443], [5.188, -4.081, 3.282], [2.700, -4.662, 1.578], [4.274, -2.145, 1.124], [1.692, -3.689, 5.627], [3.104, -4.364, 6.648], [0.490, -2.803, 6.762], [0.752, -5.117, 4.855], [4.280, 1.694, 3.949], [3.053, 1.021, 2.834], [4.702, 0.319, 2.902], [5.245, 0.108, 6.304], [4.478, -1.438, 6.757], [5.552, -1.358, 5.327], [1.229, 0.826, 5.231], [1.754, -0.022, 6.714], [2.562, 1.488, 6.223], [4.871, -4.830, 4.006], [5.799, -4.565, 2.505], [5.771, -3.300, 3.770], [1.833, -4.215, 1.100], [3.351, -5.120, 0.823], [2.388, -5.429, 2.290], [3.407, -1.673, 0.656], [4.933, -1.393, 1.557], [4.832, -2.722, 0.379], [3.632, -3.551, 7.146], [2.670, -5.032, 7.405], [3.789, -4.933, 6.019], [-0.333, -2.397, 6.184], [0.116, -3.543, 7.482], [1.011, -2.013, 7.306], [-0.066, -4.737, 4.253], [1.431, -5.723, 4.252], [0.362, -5.732, 5.676]], "forces_ev_per_a": [[0.114, 0.034, -0.086], [0.093, 0.125, 0.084], [-0.017, -0.019, 0.003], [-0.125, -0.026, -0.047], [0.057, -0.026, 0.011], [-0.022, -0.044, -0.029], [-0.009, -0.069, 0.066], [-0.106, -0.016, 0.011], [-1.696, -0.160, 0.477], [-0.254, 0.463, 0.861], [0.012, 0.075, 0.198], [-0.335, -0.643, -1.141], [-0.132, -0.046, 0.013], [-0.195, -0.110, -0.071], [0.350, 0.020, -0.071], [-0.037, 0.176, 0.410], [-0.624, -0.711, -1.906], [-1.289, 1.119, 2.912], [0.435, -1.372, -2.933], [0.271, 2.040, 3.881], [-0.914, -1.091, -1.756], [0.008, 0.054, 0.099], [0.166, -0.478, -1.019], [0.104, 0.049, 0.069], [-0.256, -0.060, 0.006], [-0.962, -0.095, 0.268], [0.089, -0.141, -0.308], [0.235, 0.141, 0.183], [2.543, 1.043, 2.123], [0.236, -0.114, -1.185], [0.344, 0.309, -0.954], [0.522, -0.947, -0.354], [1.385, 0.458, 0.321], [0.303, -0.013, 0.359], [-0.322, -0.002, -0.136], [-0.097, 0.480, 0.068], [0.548, -0.018, 0.192], [0.157, -0.149, 0.167], [-0.566, 0.291, -0.494], [-0.215, 0.139, -0.226], [0.024, -0.138, -0.382], [0.471, -0.123, 0.151], [0.044, -0.280, 0.102], [-0.308, 0.096, -0.115], [-0.280, -0.155, 0.116], [0.394, -0.402, 0.235], [0.369, -0.080, 0.447], [-0.028, 0.049, -0.231], [0.041, 0.050, -0.139], [-0.089, 0.170, -0.120], [0.109, -0.282, 0.035], [0.174, -0.024, 0.001], [0.136, -0.074, 0.122], [-0.200, 0.031, 0.017], [-0.132, 0.147, -0.028], [-0.207, 0.009, 0.056], [0.176, -0.028, 0.101], [0.037, 0.047, 0.290], [0.099, -0.129, 0.089], [-0.157, -0.064, -0.046], [-0.197, -0.066, -0.020], [-0.112, -0.016, -0.180], [0.192, 0.095, -0.085], [-0.001, 0.116, -0.167], [-0.037, 0.214, -0.104], [0.140, -0.118, 0.039], [0.249, 0.048, -0.019], [0.117, 0.013, 0.146], [-0.156, 0.167, 0.006], [-0.086, 0.208, -0.004], [-0.201, 0.048, 0.049], [-0.123, -0.061, -0.174], [-0.192, -0.079, -0.058], [-0.064, -0.054, -0.196]], "e_homo_ev": -6.165}

[3]
{"formula": "C5H16NO", "method": "ωB97M-V with the def2-TZVPD basis set", "symbols": ["C", "C", "C", "C", "C", "N", "H", "H", "H", "H", "H", "H", "H", "H", "H", "H", "H", "H", "H", "H", "H", "H", "O"], "positions_angstrom": [[-0.698, -1.481, 1.490], [-0.647, -0.888, 0.098], [0.626, -0.165, -0.247], [0.809, 0.428, -1.635], [0.079, 1.761, -1.772], [-0.815, -2.087, -0.918], [-1.663, -1.968, 1.683], [-0.557, -0.625, 2.145], [0.034, -2.284, 1.608], [-1.461, -0.201, -0.140], [0.823, 0.529, 0.579], [1.425, -0.887, -0.022], [1.880, 0.657, -1.713], [0.577, -0.298, -2.415], [0.075, 2.037, -2.827], [-0.927, 1.765, -1.343], [0.564, 2.587, -1.253], [-0.837, -2.986, -0.436], [-0.092, -1.943, -1.625], [-1.684, -2.008, -1.456], [1.568, 2.817, 3.129], [0.242, 2.784, 3.923], [0.677, 2.455, 3.148]], "forces_ev_per_a": [[-0.642, 0.064, -0.545], [-0.557, -0.260, -0.829], [1.428, -1.137, 1.192], [0.449, 0.873, 1.206], [-0.242, 0.171, -0.440], [-0.677, 1.328, -0.253], [0.024, 0.424, 0.059], [0.137, -0.391, 0.538], [0.403, 0.451, 0.182], [-0.371, -0.345, 0.294], [-0.386, 0.460, -0.419], [0.125, -0.145, -0.375], [-0.199, -0.342, -0.268], [-0.136, 0.113, -0.263], [-0.415, 0.145, 0.051], [-0.134, -0.227, -0.423], [0.399, -0.283, 0.116], [0.514, 0.012, -0.282], [0.325, -0.802, 0.184], [-0.037, -0.038, 0.339], [-0.159, 0.093, 0.231], [-0.142, 0.377, 0.638], [0.291, -0.543, -0.933]], "total_charge": 1, "e_homo_ev": -14.234}

[4]
{"formula": "C6H16N2", "method": "ωB97M-V with the def2-TZVPD basis set", "symbols": ["C", "C", "N", "C", "C", "N", "C", "C", "H", "H", "H", "H", "H", "H", "H", "H", "H", "H", "H", "H", "H", "H", "H", "H"], "positions_angstrom": [[2.886, 2.472, -0.398], [2.683, 0.947, -0.821], [1.295, 0.323, -0.607], [0.872, 0.256, 0.867], [-0.668, 0.356, 0.696], [-1.117, -1.052, 0.347], [-2.610, -1.124, 0.446], [-3.243, -2.226, -0.445], [3.112, 2.532, 0.654], [3.424, 3.264, -0.911], [1.852, 2.935, -0.400], [3.404, 0.336, -0.251], [2.832, 0.916, -1.917], [1.503, -0.804, -0.918], [1.416, 0.989, 1.443], [1.130, -0.727, 1.292], [-1.163, 0.624, 1.726], [-0.895, 1.058, 0.012], [-0.902, -1.229, -0.619], [-3.066, -0.226, 0.087], [-2.855, -1.154, 1.563], [-3.077, -3.211, -0.014], [-4.367, -2.240, -0.562], [-3.118, -2.046, -1.435]], "forces_ev_per_a": [[-3.459, -0.353, 0.809], [-0.079, 0.620, -0.332], [2.495, -2.879, -0.163], [-0.463, -0.661, -2.269], [0.860, -3.553, 5.345], [-1.324, 1.182, 0.384], [-0.157, -0.431, 0.785], [-2.044, -0.368, 3.641], [0.543, -0.021, 0.410], [0.748, -0.935, -0.640], [0.682, -0.549, -0.131], [0.146, 0.265, -0.594], [0.240, -0.424, 0.619], [-0.831, 4.104, 1.034], [-0.340, 0.658, 0.074], [-0.216, 0.327, -0.034], [0.711, -0.529, -1.833], [-0.893, 2.367, -2.412], [0.306, 0.103, -0.429], [-0.180, 1.104, -0.173], [0.098, -0.428, -1.533], [0.679, -0.240, -0.759], [0.617, 0.670, 1.269], [1.864, -0.027, -3.066]], "smiles": "CCNCCNCC", "e_homo_ev": -8.963}

The records above give, respectively, ΔE to the lowest compared entry with this formula, charge and spin values of 466.0 0.0 84.7 299.4 kJ/mol.
The records above give, respectively, frontier orbital gap values of 9.02 5.06 10.89 10.10 eV.